13
Properties=species:S:1:pos:R:3:forces:R:3 method="wB97M-V/def2-TZVPD" lumo_ev=1.17 total_energy_ev=-6785.997 orbital_gap_ha=0.4040 homo_energy_ev=-9.8286 smiles="C#CC/N=C/C"
C 2.14347 -0.19815 0.88237 -0.005 -0.046 0.063
C 1.04628 -0.28378 -0.13172 -0.155 -0.057 0.123
N -0.09704 -0.73125 0.17615 0.417 0.194 -0.111
C -1.15016 -0.58463 -0.82096 -0.130 -0.020 -0.107
C -2.04476 0.48058 -0.34598 -0.315 0.387 0.174
C -2.69229 1.37762 0.12766 0.235 -0.353 -0.204
H 1.75663 -0.50183 1.85749 0.106 0.006 -0.132
H 3.00419 -0.82054 0.61585 -0.113 0.071 -0.025
H 2.49463 0.83891 0.94297 -0.018 -0.151 -0.008
H 1.26378 0.10857 -1.13966 -0.090 -0.026 0.125
H -1.70359 -1.52663 -0.90624 0.064 0.152 0.047
H -0.76451 -0.32984 -1.82316 -0.047 -0.017 0.179
H -3.25662 2.17097 0.56523 0.051 -0.140 -0.123


13
Properties=species:S:1:pos:R:3:forces:R:3 method="wB97M-V/def2-TZVPD" lumo_ev=-0.89 total_energy_ev=-6783.964 orbital_gap_ha=0.2581 homo_energy_ev=-7.9090
C -0.99898 -1.46679 0.62844 0.073 0.009 -0.064
C -0.33572 -0.60387 -0.15451 -0.074 0.017 0.079
C -0.83023 0.74563 -0.41932 0.234 0.045 -0.097
N 0.10433 1.34801 -1.08290 -0.183 0.127 0.036
C 1.33855 0.55374 -1.36750 -0.385 -0.306 0.235
C 0.98131 -0.63640 -0.78842 0.163 -0.019 -0.057
H 0.98541 0.93455 2.05315 0.041 0.033 0.003
H -1.96236 -1.21777 1.06659 0.136 -0.006 -0.108
H -0.58282 -2.44102 0.87056 -0.059 0.119 -0.066
H -1.77310 1.19607 -0.12646 0.146 -0.049 -0.046
H 0.03239 2.31116 -1.38752 0.001 -0.150 0.041
H 1.42485 0.79222 1.46789 -0.003 0.027 0.057
H 1.61638 -1.51554 -0.76001 -0.090 0.153 -0.011


13
Properties=species:S:1:pos:R:3:forces:R:3 method="wB97M-V/def2-TZVPD" lumo_ev=0.79 total_energy_ev=-6787.074 orbital_gap_ha=0.3860 homo_energy_ev=-9.7122
C -2.69227 -0.18689 0.24332 0.430 -0.697 -0.364
C -0.50281 -1.17116 0.08799 0.095 1.350 -0.587
C -1.29853 -0.10118 -0.00225 1.675 1.148 -0.483
C 0.96923 -1.09937 -0.25246 -2.621 -1.085 -0.578
C -0.96122 1.41380 -0.28110 -2.526 -1.606 -0.075
N -3.82850 -0.26165 0.30241 -1.284 0.048 0.328
H -1.00718 -2.07981 0.27864 -0.099 -1.073 0.345
H 1.51616 -1.87104 0.20913 0.842 -0.735 0.568
H 1.27552 -0.14536 -0.02353 1.229 2.021 0.716
H 1.00874 -1.19177 -1.32026 0.407 -0.282 -0.710
H -1.30328 1.73528 0.67624 0.379 1.320 0.893
H -1.84829 1.73126 -0.91210 1.577 0.053 0.084
H 0.01560 1.80386 -0.55025 -0.104 -0.462 -0.137


Calculated values (eV) of energy relative to the best compared isomer or geometry (same formula, charge and spin) for the records, taken in order: 2.516; 4.549; 1.439.